1.
{
  "formula": "C20H48InN2O8",
  "method": "ωB97M-V/def2-TZVPD",
  "total_charge": -1,
  "gap_ev": 7.3,
  "max_force_ev_per_a": 1.7,
  "relative_energy_kcal_mol": 0.00,
  "homo_ev": -5.075,
  "total_energy_ev": -46048.8533,
  "symbols": ["C", "C", "O", "C", "C", "C", "C", "C", "In", "N", "O", "C", "N", "H", "H", "H", "H", "H", "H", "H", "H", "H", "H", "H", "H", "H", "H", "H", "H", "H", "H", "C", "O", "C", "C", "O", "C", "H", "H", "H", "H", "H", "H", "H", "H", "H", "H", "C", "O", "C", "C", "O", "C", "H", "H", "H", "H", "H", "H", "H", "H", "H", "H", "C", "O", "C", "C", "O", "C", "H", "H", "H", "H", "H", "H", "H", "H", "H", "H"],
  "coordinates": [[3.67, 3.57, -1.30], [2.94, 2.52, -0.44], [2.36, 1.58, -1.33], [1.02, 1.28, -0.94], [0.44, 0.10, -1.73], [-0.80, 0.44, -2.59], [-2.15, 0.12, -1.91], [-2.27, 0.62, -0.43], [-4.05, 1.94, -0.15], [-3.58, 3.95, 0.31], [-5.28, 1.96, -1.93], [-4.76, 2.78, -2.75], [-4.15, 3.42, -3.52], [2.92, 3.99, -1.98], [4.10, 4.37, -0.70], [4.48, 3.13, -1.89], [2.14, 2.97, 0.16], [3.69, 2.04, 0.21], [1.04, 0.99, 0.12], [0.37, 2.17, -0.97], [0.25, -0.75, -1.08], [1.22, -0.24, -2.43], [-0.75, -0.19, -3.49], [-0.82, 1.47, -2.95], [-2.91, 0.64, -2.50], [-2.42, -0.94, -1.98], [-2.42, -0.26, 0.20], [-1.39, 1.17, -0.07], [-5.09, 1.23, 1.14], [-4.42, 4.38, 0.68], [-3.39, 4.48, -0.54], [0.69, -6.26, 1.93], [1.88, -5.89, 1.24], [1.62, -5.40, -0.07], [1.68, -3.88, -0.12], [0.63, -3.30, 0.64], [1.06, -2.84, 1.91], [0.95, -6.39, 2.98], [-0.08, -5.49, 1.85], [0.30, -7.20, 1.54], [0.65, -5.75, -0.43], [2.40, -5.80, -0.72], [1.55, -3.56, -1.15], [2.66, -3.52, 0.23], [1.64, -1.91, 1.80], [1.67, -3.59, 2.43], [0.18, -2.64, 2.51], [-7.57, -4.37, -2.01], [-7.90, -3.36, -1.07], [-6.89, -3.17, -0.09], [-6.03, -1.96, -0.39], [-5.26, -2.15, -1.57], [-5.80, -1.48, -2.70], [-8.26, -4.28, -2.85], [-6.55, -4.25, -2.38], [-7.69, -5.36, -1.56], [-6.27, -4.07, 0.01], [-7.40, -3.01, 0.87], [-5.32, -1.82, 0.44], [-6.63, -1.05, -0.46], [-5.61, -0.40, -2.63], [-6.87, -1.66, -2.80], [-5.30, -1.87, -3.58], [8.56, 4.09, 2.47], [7.55, 5.06, 2.70], [6.50, 5.00, 1.75], [5.28, 4.28, 2.31], [5.56, 2.91, 2.56], [5.81, 2.63, 3.92], [9.19, 4.05, 3.36], [8.14, 3.10, 2.29], [9.18, 4.38, 1.62], [6.83, 4.51, 0.83], [6.22, 6.03, 1.51], [4.48, 4.32, 1.57], [4.93, 4.78, 3.22], [4.87, 2.64, 4.49], [6.51, 3.34, 4.36], [6.24, 1.63, 3.98]]
}

=====

2.
{
  "formula": "C12H22GeN4OPdS",
  "method": "ωB97M-V/def2-TZVPD",
  "total_charge": 0,
  "gap_ev": 7.5,
  "max_force_ev_per_a": 1.0,
  "relative_energy_kcal_mol": 19.64,
  "homo_ev": -7.609,
  "total_energy_ev": -91639.5910,
  "symbols": ["Pd", "C", "C", "N", "N", "C", "N", "S", "C", "C", "C", "C", "C", "N", "H", "H", "H", "H", "H", "H", "H", "H", "H", "O", "H", "H", "C", "Ge", "C", "C", "C", "H", "H", "H", "H", "H", "H", "H", "H", "H", "H", "H"],
  "coordinates": [[0.90, -0.29, 0.49], [0.24, 4.24, 1.05], [0.02, 2.79, 0.74], [0.98, 1.94, 0.67], [2.23, 2.44, 0.89], [3.20, 1.60, 0.62], [4.46, 2.08, 0.74], [3.08, -0.04, 0.06], [-1.36, 2.31, 0.50], [-2.45, 3.11, 0.86], [-3.74, 2.67, 0.59], [-3.91, 1.45, -0.05], [-2.77, 0.72, -0.37], [-1.53, 1.12, -0.10], [1.26, 4.51, 0.82], [0.08, 4.44, 2.12], [-0.44, 4.87, 0.48], [4.58, 2.99, 1.17], [5.22, 1.43, 0.80], [-2.30, 4.05, 1.35], [-4.59, 3.27, 0.87], [-4.89, 1.07, -0.31], [-2.86, -0.24, -0.87], [-0.81, -0.52, 2.28], [-1.33, -1.29, 2.03], [-1.41, 0.23, 2.16], [-1.38, -3.00, -1.09], [0.59, -3.08, -1.07], [1.14, -4.94, -1.38], [1.26, -2.07, -2.61], [1.16, -2.29, 0.61], [-1.79, -3.45, -2.00], [-1.69, -1.96, -1.06], [-1.80, -3.52, -0.23], [0.89, -5.22, -2.40], [0.65, -5.64, -0.69], [2.22, -5.04, -1.25], [0.91, -2.54, -3.53], [2.35, -2.05, -2.63], [0.91, -1.03, -2.60], [2.19, -2.54, 0.86], [0.53, -2.59, 1.45]]
}

=====

3.
{
  "formula": "C3H3NO2",
  "method": "ωB97M-V/def2-TZVPD",
  "total_charge": 0,
  "gap_ev": 9.6,
  "max_force_ev_per_a": 7.9,
  "relative_energy_kcal_mol": 139.14,
  "smiles": "C#CC(=O)NO",
  "homo_ev": -9.978,
  "total_energy_ev": -8739.0976,
  "symbols": ["C", "C", "C", "H", "H", "H", "N", "O", "O"],
  "coordinates": [[0.54, 0.11, 0.44], [-0.70, -0.69, 0.48], [-1.13, -1.94, 0.46], [-1.51, 1.22, -0.99], [1.28, 1.56, -1.25], [-2.03, -2.63, 0.36], [0.52, 1.00, -0.65], [-0.61, 0.83, -1.52], [1.41, 0.17, 1.28]]
}

=====

4.
{
  "formula": "C7H9N2O2",
  "method": "ωB97M-V/def2-TZVPD",
  "total_charge": 1,
  "gap_ev": [5.3, 5.3],
  "max_force_ev_per_a": 4.3,
  "relative_energy_kcal_mol": 183.52,
  "smiles": "CO/N=C1\\C=CC=C[C@H]1[NH+]=O",
  "homo_ev": [-12.617, -12.616],
  "total_energy_ev": -14466.0664,
  "symbols": ["C", "C", "C", "C", "C", "C", "C", "N", "N", "O", "O", "H", "H", "H", "H", "H", "H", "H", "H", "H"],
  "coordinates": [[-1.53, -2.05, 0.13], [-0.31, -1.50, -0.11], [-2.64, -1.22, 0.37], [-2.55, 0.04, 0.05], [-0.04, -0.04, -0.22], [-1.33, 0.74, -0.47], [3.28, 0.95, 0.59], [-1.14, 2.11, 0.23], [1.08, 0.64, 0.06], [-1.62, 3.12, -0.26], [2.28, 0.03, 0.14], [-1.62, -3.07, 0.32], [0.56, -2.10, -0.20], [-3.56, -1.74, 0.72], [-3.48, 0.68, 0.05], [-1.62, 1.07, -1.45], [4.21, 0.77, 0.09], [3.61, 0.71, 1.65], [2.95, 2.02, 0.72], [-0.68, 2.28, 1.18]]
}

=====

5.
{
  "formula": "C11H23Br8NO",
  "method": "ωB97M-V/def2-TZVPD",
  "total_charge": 0,
  "gap_ev": 9.2,
  "max_force_ev_per_a": 2.6,
  "relative_energy_kcal_mol": 45.78,
  "smiles": "CN(C)C=O.BrCCBr.BrCCBr.BrCCBr.BrCCBr",
  "homo_ev": -9.271,
  "total_energy_ev": -575656.3269,
  "symbols": ["C", "O", "N", "C", "C", "H", "H", "H", "H", "H", "H", "H", "Br", "C", "C", "Br", "H", "H", "H", "H", "Br", "C", "C", "Br", "H", "H", "H", "H", "Br", "C", "C", "Br", "H", "H", "H", "H", "Br", "C", "C", "Br", "H", "H", "H", "H"],
  "coordinates": [[11.76, 14.64, -37.06], [11.67, 14.78, -38.28], [10.90, 15.14, -36.11], [11.01, 14.82, -34.68], [9.84, 16.01, -36.41], [12.62, 14.03, -36.75], [12.02, 14.46, -34.45], [10.29, 14.01, -34.54], [10.67, 15.62, -34.02], [9.05, 15.61, -35.77], [10.03, 17.02, -36.05], [9.41, 15.70, -37.37], [7.35, 18.08, -35.14], [6.34, 17.83, -36.91], [5.81, 19.18, -37.35], [4.82, 19.07, -39.02], [5.55, 17.10, -36.72], [6.91, 17.20, -37.59], [6.65, 19.84, -37.57], [5.20, 19.71, -36.63], [4.96, 21.54, -34.37], [3.55, 20.41, -33.49], [4.12, 19.12, -32.89], [2.70, 17.82, -32.27], [2.86, 20.21, -34.32], [3.06, 21.04, -32.75], [4.86, 19.27, -32.11], [4.79, 18.63, -33.60], [10.17, 20.74, -34.75], [9.71, 19.78, -33.07], [10.30, 20.67, -31.96], [12.29, 20.50, -32.16], [10.15, 18.78, -33.09], [8.65, 19.58, -33.17], [10.05, 20.24, -30.99], [10.04, 21.72, -31.85], [1.67, 19.91, -42.27], [2.98, 21.19, -41.85], [4.29, 20.62, -42.41], [5.70, 21.92, -42.00], [2.99, 21.20, -40.76], [2.57, 22.11, -42.27], [4.37, 20.50, -43.49], [4.59, 19.74, -41.84]]
}

=====

6.
{
  "formula": "C2H3FO2S",
  "method": "ωB97M-V/def2-TZVPD",
  "total_charge": 0,
  "gap_ev": [8.1, 8.1],
  "max_force_ev_per_a": 5.5,
  "relative_energy_kcal_mol": 84.27,
  "smiles": "O=S(=O)=CCF",
  "homo_ev": [-9.882, -9.885],
  "total_energy_ev": -19766.2905,
  "symbols": ["C", "C", "O", "O", "F", "S", "H", "H", "H"],
  "coordinates": [[-1.22, 0.28, 0.04], [0.01, -0.62, 0.04], [1.77, 1.39, 0.45], [2.73, -0.88, 0.03], [-2.49, -0.14, -0.44], [1.68, 0.03, -0.11], [-1.48, 0.35, 1.01], [-0.85, 1.23, -0.52], [-0.15, -1.65, -0.51]]
}

=====

7.
{
  "formula": "C4H11N2",
  "method": "ωB97M-V/def2-TZVPD",
  "total_charge": 1,
  "gap_ev": 10.6,
  "max_force_ev_per_a": 1.7,
  "relative_energy_kcal_mol": 32.49,
  "smiles": "CC/C([NH3+])=C/N",
  "homo_ev": -13.972,
  "total_energy_ev": -7299.5390,
  "symbols": ["C", "C", "C", "C", "N", "N", "H", "H", "H", "H", "H", "H", "H", "H", "H", "H", "H"],
  "coordinates": [[0.94, 1.08, -1.98], [1.03, -0.23, -1.14], [0.11, -0.25, 0.02], [0.21, 0.31, 1.22], [-0.74, -0.02, 2.22], [-1.25, -0.84, -0.23], [-0.07, 1.51, -1.99], [1.60, 1.81, -1.54], [1.27, 0.88, -2.99], [2.02, -0.17, -0.68], [1.07, -1.13, -1.74], [1.09, 0.89, 1.47], [-0.54, -0.89, 2.70], [-0.80, 0.71, 2.92], [-1.31, -1.85, -0.35], [-1.65, -0.44, -1.08], [-1.77, -0.58, 0.63]]
}